DFT (the ωB97M-V functional and the def2-TZVPD basis) results for a structure of composition C10H9F6I2N2OPS5Zn.

Values from the calculation:
total charge	+1
2S+1	2
E_tot	-159928.902	eV
gap between HOMO and LUMO (alpha / beta)	0.1192 / 0.0839	hartree
energy above the lowest of the compared OMol25 structures with the same formula, charge and spin	31.6	kcal per mole

```
37
Properties=species:S:1:pos:R:3:mulliken_charge:R:1
Zn -0.0487 -0.1971 2.1508 0.727
N 3.5176 -1.8529 -2.2499 -0.195
C 4.1832 -0.8652 -1.6171 0.653
O 5.2453 -0.3866 -2.0815 -0.227
C 3.5812 -0.3390 -0.3733 0.793
C 4.1882 0.8136 0.1905 -0.309
C 3.7001 1.3889 1.3455 -1.015
C 2.5440 0.8762 1.9133 0.371
N 1.9283 -0.1937 1.3522 -0.274
C 2.4774 -0.8762 0.2870 -0.623
H 4.0909 -2.2941 -2.9816 0.289
H 2.6073 -2.2609 -1.9328 0.227
H 5.1583 1.1663 -0.1935 0.367
H 4.2018 2.2297 1.7954 0.455
H 2.0786 1.2791 2.8378 0.085
H 1.9074 -1.7542 -0.0771 0.560
C -3.9283 3.0695 -1.6290 -0.800
S -2.9884 3.6559 -0.2120 0.088
C -3.5391 2.2758 0.7522 0.005
C -2.8605 1.0714 0.9487 0.113
S -1.2702 0.7159 0.3057 0.062
S -3.8984 -0.2146 1.5202 0.169
C -5.3327 0.7363 1.9064 0.042
S -6.6281 0.2735 2.7686 0.004
S -5.2240 2.3412 1.1762 0.086
H -3.6051 3.6961 -2.4582 0.353
H -4.9944 3.2132 -1.4517 0.325
H -3.5959 2.0675 -1.7821 0.307
I -1.1449 -2.4176 3.2249 -0.389
I -0.1071 1.8426 3.8258 -0.303
F 0.1789 -1.2831 -1.9182 -0.333
P -0.3721 -2.7009 -1.3068 1.224
F -0.5248 -3.3439 -2.8221 -0.354
F 1.2284 -3.2724 -1.3431 -0.507
F -0.0951 -2.1497 0.1767 -0.304
F -1.9001 -2.1793 -1.3084 -0.311
F -0.7590 -4.1316 -0.7395 -0.360
```